{
  "formula": "C9H9N3OS",
  "method": "wB97M-V/def2-TZVPD",
  "e_lumo_ev": -1.7,
  "smiles": "NC(=O)CCc1ccc2nsnc2c1",
  "energy_ha": -985.63257,
  "gap_ev": 7.02,
  "elements": ["N", "C", "O", "C", "C", "C", "C", "C", "C", "N", "S", "N", "C", "C", "H", "H", "H", "H", "H", "H", "H", "H", "H"],
  "coordinates": [[-0.41303, 0.79927, -2.31484], [-0.67423, -0.69389, -2.29471], [0.17485, -1.47424, -3.00978], [-1.88112, -1.43418, -1.42359], [-1.12803, -2.00865, -0.04525], [-0.20813, -0.74874, 0.55778], [-1.10139, 0.43109, 1.33737], [-0.32405, 1.73798, 1.96690], [1.32937, 1.77529, 1.73242], [2.34286, 2.82548, 2.15055], [3.97252, 2.42528, 1.61659], [3.76879, 0.87631, 0.82382], [2.26248, 0.64507, 0.95797], [1.43854, -0.66579, 0.36941], [0.43564, 0.93966, -1.68775], [-1.19677, 1.33768, -1.88258], [-2.73850, -0.66415, -1.14421], [-2.39576, -2.30447, -2.04415], [-1.95041, -2.20143, 0.78271], [-0.50133, -2.97901, -0.23969], [-2.28534, 0.33758, 1.45769], [-0.88999, 2.60398, 2.55102], [1.96302, -1.56014, -0.21767]],
  "forces_ev_per_a": [[-0.5, -2.5, 1.8], [3.7, -3.0, -3.4], [-5.2, 4.7, 4.7], [0.3, 0.4, -0.2], [0.0, 1.6, 0.5], [2.5, 1.6, 0.8], [4.3, 2.2, 0.7], [0.6, -3.9, -2.3], [3.8, 0.3, -0.5], [-1.3, -3.6, -2.0], [-4.7, -2.4, -0.3], [-6.3, 1.9, 2.0], [-0.8, -0.6, -0.3], [-3.4, 1.4, 1.2], [-1.2, -0.2, -1.3], [0.8, -0.8, -0.3], [2.0, -1.5, -0.5], [1.4, 1.9, 1.3], [1.7, 0.2, -1.8], [-1.2, 2.1, 0.3], [3.0, 0.2, -0.3], [1.5, -2.1, -1.5], [-1.2, 2.3, 1.5]],
  "lowdin_charge": [0.07, -0.33, -0.08, -0.12, -0.16, -0.15, -0.03, 0.00, -0.20, -0.32, 0.86, -0.29, -0.25, 0.03, 0.09, 0.08, 0.11, 0.13, 0.11, 0.12, 0.11, 0.10, 0.12]
}